{"formula": "C28H50N3P", "method": "ωB97M-V/def2-TZVPD", "homo_energy_ev": -8.02, "smiles": "CCCCCCCCCCCCCCCCP.c1cc[nH]c1.c1cc[nH]c1.c1cc[nH]c1", "orbital_gap_ev": 8.800, "elements": ["C", "C", "C", "C", "C", "C", "C", "C", "C", "C", "C", "C", "C", "C", "C", "C", "P", "H", "H", "H", "H", "H", "H", "H", "H", "H", "H", "H", "H", "H", "H", "H", "H", "H", "H", "H", "H", "H", "H", "H", "H", "H", "H", "H", "H", "H", "H", "H", "H", "H", "H", "H", "N", "C", "C", "C", "C", "H", "H", "H", "H", "H", "N", "C", "C", "C", "C", "H", "H", "H", "H", "H", "N", "C", "C", "C", "C", "H", "H", "H", "H", "H"], "coordinates": [[-0.32, 2.31, -3.41], [0.72, 1.53, -2.53], [1.02, 0.08, -3.04], [0.91, -1.01, -1.90], [0.41, -2.35, -2.54], [1.15, -3.63, -2.03], [1.48, -3.62, -0.49], [3.03, -3.64, -0.30], [3.45, -3.47, 1.21], [4.72, -2.54, 1.33], [5.97, -3.35, 1.81], [7.11, -2.41, 2.37], [7.55, -2.93, 3.79], [6.53, -2.42, 4.87], [7.15, -1.23, 5.69], [6.05, -0.41, 6.47], [5.99, 1.37, 5.85], [-1.30, 2.43, -2.89], [0.03, 3.31, -3.71], [-0.53, 1.73, -4.33], [0.35, 1.49, -1.48], [1.66, 2.12, -2.52], [2.04, 0.07, -3.48], [0.28, -0.15, -3.83], [0.10, -0.65, -1.22], [1.88, -1.09, -1.39], [-0.68, -2.45, -2.43], [0.61, -2.28, -3.64], [2.08, -3.77, -2.62], [0.48, -4.50, -2.21], [1.12, -4.59, -0.07], [0.98, -2.82, 0.08], [3.45, -4.59, -0.71], [3.48, -2.84, -0.92], [2.61, -2.99, 1.74], [3.70, -4.43, 1.69], [4.91, -1.98, 0.40], [4.50, -1.79, 2.12], [5.67, -4.01, 2.66], [6.39, -3.95, 0.99], [7.98, -2.42, 1.69], [6.73, -1.38, 2.52], [8.57, -2.52, 3.98], [7.64, -4.03, 3.84], [6.31, -3.23, 5.59], [5.60, -2.06, 4.39], [7.93, -1.57, 6.40], [7.66, -0.58, 4.95], [5.06, -0.85, 6.26], [6.25, -0.42, 7.56], [7.34, 1.78, 5.73], [5.44, 2.16, 6.91], [-3.29, 0.02, -2.23], [-3.69, -0.25, -0.95], [-4.90, 0.37, -0.75], [-5.23, 1.04, -1.96], [-4.22, 0.80, -2.85], [-2.43, -0.31, -2.65], [-3.09, -0.86, -0.30], [-5.47, 0.35, 0.16], [-6.12, 1.62, -2.15], [-4.09, 1.12, -3.87], [-5.49, 3.42, 0.24], [-5.65, 3.40, 1.60], [-6.30, 4.55, 1.96], [-6.55, 5.28, 0.78], [-6.04, 4.56, -0.27], [-5.03, 2.70, -0.30], [-5.28, 2.57, 2.19], [-6.57, 4.82, 2.97], [-7.06, 6.23, 0.70], [-6.02, 4.76, -1.33], [-9.49, 2.84, -3.49], [-9.31, 2.92, -4.85], [-8.24, 3.73, -5.09], [-7.75, 4.16, -3.83], [-8.54, 3.59, -2.86], [-10.20, 2.31, -3.03], [-9.96, 2.38, -5.52], [-7.85, 3.99, -6.06], [-6.91, 4.82, -3.65], [-8.50, 3.66, -1.79]]}

{"formula": "C4H10N4", "method": "ωB97M-V/def2-TZVPD", "homo_energy_ev": -8.97, "smiles": "[H]/N=C(\\C)N/C(CN)=N/[H]", "orbital_gap_ev": 9.453, "de_lowest_ev": 5.327, "elements": ["C", "C", "C", "C", "H", "H", "H", "H", "H", "H", "H", "H", "H", "H", "N", "N", "N", "N"], "coordinates": [[-1.85, 0.54, -0.63], [-1.26, -0.51, 0.28], [1.20, -0.84, -0.06], [1.20, 0.61, -0.25], [-1.39, 0.17, -1.73], [-3.01, 0.47, -0.63], [-1.62, 1.70, -0.41], [-3.12, -0.55, 0.50], [-0.12, -2.35, 0.23], [2.99, -1.22, -0.50], [0.24, 0.76, -0.81], [2.22, 0.80, -1.03], [1.23, 2.41, 0.92], [2.13, 0.83, 1.67], [-2.24, -1.09, 1.06], [-0.01, -1.40, 0.16], [2.26, -1.59, 0.08], [1.14, 1.26, 1.14]]}

{"formula": "C31H51FO19S", "method": "ωB97M-V/def2-TZVPD", "homo_energy_ev": -10.53, "smiles": "CCC[C@@H](C)[C@@H](OC(=O)S(=O)(=O)F)[C@@H](C)CC.C[C@@H]1COC(=O)O1.C[C@@H]1COC(=O)O1.C[C@@H]1COC(=O)O1.C[C@@H]1COC(=O)O1.C[C@@H]1COC(=O)O1", "orbital_gap_ev": 10.782, "elements": ["C", "C", "C", "C", "C", "C", "O", "C", "O", "S", "O", "O", "F", "C", "C", "C", "C", "H", "H", "H", "H", "H", "H", "H", "H", "H", "H", "H", "H", "H", "H", "H", "H", "H", "H", "H", "H", "H", "C", "C", "C", "O", "C", "O", "O", "H", "H", "H", "H", "H", "H", "C", "C", "C", "O", "C", "O", "O", "H", "H", "H", "H", "H", "H", "C", "C", "C", "O", "C", "O", "O", "H", "H", "H", "H", "H", "H", "C", "C", "C", "O", "C", "O", "O", "H", "H", "H", "H", "H", "H", "C", "C", "C", "O", "C", "O", "O", "H", "H", "H", "H", "H", "H"], "coordinates": [[-2.24, 3.62, 2.08], [-1.88, 2.14, 2.15], [-1.27, 1.53, 0.85], [-1.89, 2.08, -0.45], [-1.17, 3.37, -0.95], [-2.06, 1.03, -1.59], [-2.05, 1.63, -2.93], [-3.15, 2.21, -3.28], [-4.05, 2.62, -2.62], [-3.26, 2.45, -5.13], [-4.56, 2.92, -5.46], [-2.86, 1.28, -5.82], [-2.23, 3.62, -5.41], [-1.08, -0.16, -1.61], [-1.41, -1.04, -2.84], [0.41, 0.20, -1.62], [0.93, 0.90, -2.89], [-1.37, 4.26, 1.92], [-2.99, 3.85, 1.32], [-2.67, 3.94, 3.03], [-1.09, 2.05, 2.90], [-2.71, 1.52, 2.50], [-1.34, 0.45, 0.95], [-0.22, 1.82, 0.85], [-2.90, 2.41, -0.20], [-0.53, 3.19, -1.82], [-1.91, 4.15, -1.12], [-0.51, 3.71, -0.15], [-3.06, 0.59, -1.46], [-1.34, -0.78, -0.76], [-0.97, -2.02, -2.72], [-2.50, -1.18, -2.92], [-1.08, -0.59, -3.77], [0.95, -0.74, -1.54], [0.72, 0.81, -0.76], [0.45, 1.85, -3.09], [1.99, 1.10, -2.74], [0.84, 0.29, -3.79], [-0.06, -4.69, 3.53], [0.38, -3.66, 2.52], [-0.24, -2.29, 2.72], [-0.26, -1.80, 1.36], [-0.32, -2.86, 0.53], [-0.55, -2.79, -0.64], [-0.08, -4.01, 1.20], [-1.10, -4.97, 3.38], [0.54, -5.60, 3.43], [0.07, -4.31, 4.55], [1.46, -3.60, 2.50], [0.36, -1.65, 3.35], [-1.26, -2.31, 3.10], [-4.62, 5.85, -4.42], [-5.54, 6.83, -5.11], [-4.94, 7.50, -6.32], [-5.62, 8.76, -6.33], [-5.99, 9.04, -5.05], [-6.40, 10.09, -4.68], [-5.84, 7.95, -4.26], [-3.81, 6.37, -3.91], [-5.16, 5.28, -3.66], [-4.20, 5.14, -5.13], [-6.49, 6.34, -5.36], [-5.13, 6.96, -7.24], [-3.87, 7.68, -6.22], [6.83, -4.89, 2.34], [5.32, -4.83, 2.38], [4.70, -3.99, 1.29], [3.49, -3.52, 1.90], [3.71, -3.51, 3.25], [2.98, -3.00, 4.05], [4.85, -4.16, 3.57], [7.26, -3.93, 2.63], [7.20, -5.63, 3.06], [7.19, -5.16, 1.35], [4.90, -5.84, 2.38], [4.48, -4.57, 0.40], [5.31, -3.13, 1.02], [-4.40, -3.61, 6.12], [-3.02, -3.33, 6.66], [-2.90, -2.02, 7.39], [-1.53, -1.66, 7.16], [-1.15, -2.25, 6.00], [-0.14, -2.00, 5.43], [-2.07, -3.15, 5.59], [-4.64, -2.95, 5.29], [-4.46, -4.63, 5.74], [-5.16, -3.49, 6.90], [-2.68, -4.16, 7.28], [-3.09, -2.11, 8.46], [-3.54, -1.23, 6.98], [8.03, -1.03, -3.62], [7.25, -1.70, -2.51], [6.43, -0.75, -1.67], [6.40, -1.41, -0.40], [7.52, -2.18, -0.32], [7.90, -2.70, 0.68], [8.13, -2.27, -1.52], [8.85, -0.44, -3.21], [8.48, -1.78, -4.27], [7.38, -0.39, -4.22], [6.63, -2.51, -2.91], [5.42, -0.62, -2.05], [6.89, 0.23, -1.55]]}

{"formula": "C2H6I2NP", "method": "ωB97M-V/def2-TZVPD", "homo_energy_ev": -8.88, "smiles": "CCN=[PH](I)I", "orbital_gap_ev": 7.616, "de_lowest_ev": 1.259, "elements": ["C", "C", "N", "P", "I", "I", "H", "H", "H", "H", "H", "H"], "coordinates": [[-1.05, 0.14, -1.15], [-1.10, -0.35, 0.35], [0.04, -0.18, 1.23], [1.58, 0.02, 0.98], [2.16, 2.17, -0.13], [2.85, -1.60, -0.43], [-0.96, 1.26, -1.22], [-0.25, -0.35, -1.65], [-1.94, -0.07, -1.69], [-1.30, -1.35, 0.31], [-1.88, 0.01, 1.06], [1.84, 0.30, 2.34]]}